Formula: C10H27FeN4O6
Source: the Open Molecules 2025 dataset
Level of theory: ωB97M-V/def2-TZVPD

Atoms and positions in Å:
C (1.56764, -0.15011, 2.97571)
H (-1.14006, -0.23101, 3.72196)
H (0.92150, -4.25682, -1.46256)
H (-1.95449, -0.93042, -1.77356)
H (0.11223, -3.06941, -0.46192)
O (-0.04217, -0.08867, 1.20448)
N (-1.71070, -0.79505, -2.77462)
H (0.85418, 0.02500, -4.57055)
C (-3.16353, 0.54564, 0.30951)
C (0.39267, -0.82022, 2.29135)
H (-2.87251, 0.94559, 2.43235)
H (-2.24774, -1.16391, -3.53673)
O (3.08654, 1.22507, -0.11275)
H (-0.37091, -1.14076, -4.92251)
H (-1.59439, 1.58724, -0.78956)
H (2.34707, 0.13748, 2.26713)
H (3.34636, 2.78651, -1.41618)
H (-4.05702, 0.38696, -0.30239)
H (3.99289, 3.06887, 0.18251)
O (-2.30702, -0.60208, 0.19193)
N (0.92115, -3.38746, -0.96580)
H (-3.99664, -0.36340, 2.05215)
H (-3.06803, 2.57017, -0.53402)
O (1.82109, -1.33859, -0.69851)
N (-0.01947, -0.40659, -4.33841)
O (0.18267, 0.34945, -2.21061)
H (-4.51497, 1.29790, 1.84917)
H (2.96318, -3.61987, -2.54646)
H (1.95513, 4.36985, -0.31984)
H (-1.44415, -0.39089, 0.70921)
H (-1.54561, -1.63611, 2.74350)
H (1.84549, 3.40899, 1.16979)
C (-0.48399, -0.25940, -3.03723)
O (0.70270, 2.70397, -0.35882)
H (-1.94580, 2.27098, 0.76560)
H (1.26074, 0.77550, 3.48222)
C (-0.72929, -1.14475, 3.28163)
C (1.89312, -2.43721, -1.18801)
Fe (1.16117, 0.71401, -0.24712)
H (-0.37245, -1.83057, 4.05251)
H (0.75122, -1.82377, 1.94221)
N (2.96699, -2.79512, -1.97727)
C (-3.65166, 0.63070, 1.74394)
C (-2.41222, 1.80657, -0.10386)
H (1.99974, -0.79167, 3.75657)
C (1.86434, 3.32798, 0.05382)
C (3.12943, 2.59152, -0.33406)
H (3.60555, -2.05208, -2.19587)

Force components x, y, z for each atom (eV/Å):
0.2 0.3 0.6
0.1 0.0 0.1
-0.2 0.0 0.1
-0.1 0.4 -0.5
-0.1 0.0 0.0
-0.4 0.3 -0.1
0.5 -0.1 0.5
0.1 0.0 0.1
0.6 -0.2 0.4
0.4 -0.7 -0.3
0.2 0.1 0.0
-0.1 -0.1 0.2
-0.7 -0.1 0.1
0.0 0.0 -0.1
-0.2 0.1 -0.1
0.0 -0.2 -0.1
-0.3 0.1 0.1
0.2 -0.2 -0.3
-0.1 0.0 0.2
-0.6 0.1 -0.3
0.6 0.1 -0.2
0.1 0.1 0.0
0.0 -0.1 -0.1
0.2 0.1 0.3
-0.6 0.0 0.3
-0.3 -0.3 -0.5
0.2 0.2 -0.1
0.0 0.0 0.0
0.0 0.0 -0.1
0.2 -0.1 -0.4
0.0 0.0 0.0
0.2 0.1 -0.1
0.4 0.3 0.2
0.4 -0.4 -0.5
0.2 -0.1 0.0
-0.2 -0.1 -0.2
-0.2 0.1 -0.4
-0.2 -0.3 -0.2
-0.1 0.4 0.6
0.0 0.1 0.1
0.1 0.2 0.1
-0.3 -0.2 0.2
-0.7 -0.3 0.3
-0.1 0.3 0.1
0.0 0.0 -0.2
-0.6 0.3 0.8
1.1 0.1 -0.7
0.0 0.1 0.0

LUMO energy (spin up / spin down): 2.39 / 2.40 eV
E_tot: -63443.80608 eV
Multiplicity: 5
Total charge: -1
HOMO (spin up / spin down): -3.2 / -2.7 eV
Expectation value of S²: 6.011
Largest force on an atom: 1.286 eV/Å